(w)
# C2H3NO2S2

A cluster of 2 separate species, C2H3NO2S2 in total (wB97M-V/def2-TZVPD, the Open Molecules 2025 dataset).

Each line ends with the Mulliken charge.
Cartesian coordinates (Å):
S: 2.7730 1.0211 -0.2246  -0.1531
S: 1.2893 -1.6759 0.1567  -0.0598
O: -2.6720 0.8116 0.1237  -0.6794
O: -1.1921 -0.2018 -1.2405  -0.3943
N: -1.4949 0.5438 -0.0316  0.5921
C: -0.5030 0.9014 0.6111  -0.3375
C: 1.6007 -0.0063 -0.0485  0.1991
H: 2.5913 -2.0343 0.4469  0.1717
H: -0.4311 1.3596 1.6084  0.3409
H: -1.9613 -0.7192 -1.4016  0.3202

Its HOMO-LUMO gap (spin up / spin down) is 0.27991 / 0.27954 Eh.

---

(x)
# C2H3NO2S2

The molecule C2H3NO2S2 (wB97M-V/def2-TZVPD, the Open Molecules 2025 dataset).

Each line ends with the Mulliken charge.
Cartesian coordinates (Å):
S: -0.4859 2.1517 -0.1543  -0.3094
S: -2.6823 -0.1904 -0.0623  -0.0895
O: 1.4301 -1.2239 -0.1802  -0.4703
O: 2.3068 0.8461 0.1015  -0.4685
N: -0.9958 -0.4285 -0.1001  -0.2558
C: -0.0621 0.5661 -0.1233  0.3448
C: 1.3741 0.1249 -0.0829  0.4440
H: -2.6155 0.9571 0.6519  0.1269
H: -0.6459 -1.3531 0.1019  0.3143
H: 2.3763 -1.4499 -0.1521  0.3636

Its HOMO-LUMO gap is 0.30382 Eh. The SMILES is O=C(O)C(=S)NS.

---

(y)
# C2H3NO2S2

The molecule C2H3NO2S2 (wB97M-V/def2-TZVPD, the Open Molecules 2025 dataset).

Each line ends with the Mulliken charge.
Cartesian coordinates (Å):
S: 0.7978 2.4836 0.7231  -0.2378
S: -1.6018 1.9865 -0.9535  -0.2287
O: 0.1654 -2.3145 -0.5087  -0.3977
O: 0.8740 -0.4522 0.9779  -0.6791
N: -0.3519 -1.0695 -0.8229  -0.1007
C: -0.3864 1.3723 -0.1048  0.0331
C: -0.0082 -0.0495 0.2210  0.6742
H: 0.8915 1.1196 1.5351  0.2758
H: 0.8995 -2.0633 0.1142  0.3803
H: -1.2797 -1.0130 -1.1816  0.2805

Its HOMO-LUMO gap is 0.27960 Eh. The SMILES is O=C(NO)C(=S)S.

---

Referenced to the most stable arrangement, the calculated values in kcal/mol are (w) 161.7; (x) 0.0; (y) 69.5.

---

(w)
# C2H5OPS

A cluster of 2 separate species, C2H5OPS in total (wB97M-V/def2-TZVPD, the Open Molecules 2025 dataset).

Each line ends with the Mulliken charge.
Cartesian coordinates (Å):
S: -0.4399 -1.7889 1.1759  -0.2634
P: 1.0504 0.4163 -1.1721  -0.0883
O: 0.4847 0.3015 2.3529  -0.3701
C: -0.5494 -0.3761 1.9379  -0.0273
C: -0.1284 0.7603 -2.3085  -0.4345
H: 0.9606 -1.0806 -1.3363  0.0126
H: -1.5174 -0.0754 2.3770  0.2831
H: 1.2514 -0.2350 2.3119  0.3592
H: -0.3168 1.7848 -2.2875  0.2627
H: -0.7952 0.2931 -3.0513  0.2662

Its HOMO-LUMO gap is 0.34251 Eh. The SMILES is OC=S.C=P.

---

(x)
# C2H5OPS

The molecule C2H5OPS (wB97M-V/def2-TZVPD, the Open Molecules 2025 dataset).

Each line ends with the Mulliken charge.
Cartesian coordinates (Å):
S: -1.1648 1.5432 -0.2268  -0.2124
P: 0.4594 0.4247 -0.6226  0.2548
O: -1.5579 -1.3338 -0.1687  -0.4931
C: -0.8821 -0.3102 0.3306  -0.1235
C: 1.6923 0.6455 0.4369  -0.8154
H: -2.5842 -1.3223 -0.1848  0.3569
H: 2.2555 -0.3060 0.4706  0.2183
H: -0.8943 -0.2223 1.4014  0.4668
H: 2.5421 1.3070 0.2815  0.3111
H: 0.1341 -0.4257 -1.7181  0.0367

Its HOMO-LUMO gap is 0.31175 Eh. The SMILES is C=[P@@H]1S[C@H]1O.

---

Referenced to the most stable arrangement, the calculated values in kcal/mol are (w) 0.0; (x) 27.8.